[1]
The following is a DFT calculation (ωB97M-V with the def2-TZVPD basis set) of a structure of composition C2H4N2O3 in a non-equilibrium geometry.

Results
**LUMO**: 0.1778 eV
**Charge**: 0
**Gap between HOMO and LUMO**: 9.6 eV
**Relative energy (zero: lowest compared OMol25 entry of this formula, charge and spin)**: 766.6 kJ/mol

Element x y z (Å)
C1 -0.936 -0.172 0.404
C2 1.456 0.599 -0.310
H1 0.186 -1.509 1.701
H2 2.466 0.951 -0.777
H3 1.482 1.456 0.461
H4 -1.490 0.346 -1.647
N1 0.361 -0.711 0.890
N2 -0.822 0.819 -0.589
O1 -2.100 -0.420 0.893
O2 1.338 -0.815 -0.024
O3 0.446 0.665 -1.170


[2]
The following is a DFT calculation (ωB97M-V with the def2-TZVPD basis set) of a structure of composition C6H9LaO4 in a non-equilibrium geometry.

Results
**LUMO (alpha / beta)**: -11.0853 / -11.0861 eV
**Charge**: +2
**Gap between HOMO and LUMO (alpha / beta)**: 2.2 / 2.2 eV
**Relative energy (zero: lowest compared OMol25 entry of this formula, charge and spin)**: 535.7 kJ/mol

Element x y z (Å)
O1 -3.301 1.318 -0.188
C1 -2.334 0.960 -0.930
O2 -2.431 -0.156 -1.530
O3 -1.195 1.574 -0.758
C2 -0.315 1.300 0.356
La1 -5.219 -0.296 -1.123
H1 -0.857 0.421 0.731
H2 -0.466 2.278 0.836
C3 1.411 1.696 0.091
C4 1.923 0.344 0.209
H3 1.465 2.149 -0.906
H4 1.796 2.360 0.875
H5 2.726 0.062 -0.479
C5 1.078 -0.645 0.683
C6 1.325 -2.064 0.245
O4 0.193 -2.857 0.558
H6 0.545 -0.593 1.638
H7 2.217 -2.450 0.768
H8 1.543 -2.099 -0.837
H9 -0.105 -3.302 -0.239


[3]
The following is a DFT calculation (ωB97M-V with the def2-TZVPD basis set) of the ion C6H8N with charge +1 in a non-equilibrium geometry.

Results
**LUMO**: -5.7132 eV
**Structure (SMILES)**: C=CC[C@H]1[C@H]2C=[N+]21
**Charge**: +1
**Gap between HOMO and LUMO**: 8.0 eV
**Relative energy (zero: lowest compared OMol25 entry of this formula, charge and spin)**: 681.0 kJ/mol

Element x y z (Å)
C1 2.296 0.556 -0.158
C2 2.617 -0.664 0.445
C3 -0.236 0.407 0.500
C4 -2.084 -0.868 -0.321
C5 0.909 0.261 -0.579
C6 -1.539 0.336 -0.078
N1 1.796 -0.915 -0.531
H1 2.985 1.362 -0.459
H2 3.430 -1.345 0.727
H3 -0.147 -0.383 1.391
H4 -0.143 1.507 0.967
H5 -3.154 -1.038 -0.545
H6 -1.585 -1.690 0.214
H7 0.750 0.354 -1.729
H8 -1.850 1.287 -0.552


[4]
The following is a DFT calculation (ωB97M-V with the def2-TZVPD basis set) of an isolated molecule of C23H35NO2S.

Results
**LUMO**: 0.6855 eV
**Structure (SMILES)**: CCC(CC)CC1(C(=O)Nc2ccccc2SC(=O)C(C)C)CCCCC1
**Charge**: 0
**Gap between HOMO and LUMO**: 9.4 eV

Element x y z (Å)
C1 -2.325 -2.901 -1.699
H1 -1.351 -2.529 -2.007
H2 -2.799 -3.364 -2.562
H3 -2.177 -3.668 -0.944
C2 -3.201 -1.771 -1.172
H4 -3.395 -1.064 -1.983
H5 -4.166 -2.182 -0.869
C3 -2.600 -0.988 0.007
H6 -3.365 -0.266 0.312
C4 -2.295 -1.877 1.220
C5 -3.523 -2.583 1.783
H7 -3.911 -3.321 1.086
H8 -3.265 -3.097 2.707
H9 -4.312 -1.866 2.001
H10 -1.868 -1.252 2.007
H11 -1.537 -2.616 0.956
C6 -1.332 -0.231 -0.432
H12 -0.467 -0.765 -0.033
H13 -1.254 -0.258 -1.521
C7 -1.240 1.261 -0.024
C8 0.145 1.707 -0.516
O1 0.324 2.345 -1.528
N1 1.169 1.240 0.260
C9 2.537 1.412 0.111
C10 3.103 2.364 -0.734
C11 4.476 2.509 -0.800
C12 5.312 1.721 -0.025
C13 4.767 0.762 0.810
C14 3.394 0.595 0.863
S1 2.679 -0.653 1.933
C15 2.233 -1.978 0.794
O2 1.414 -2.769 1.160
C16 2.959 -2.030 -0.528
C17 3.598 -3.416 -0.645
H14 4.321 -3.574 0.152
H15 4.109 -3.506 -1.600
H16 2.834 -4.186 -0.578
H17 3.738 -1.265 -0.569
C18 1.956 -1.795 -1.660
H18 1.126 -2.492 -1.571
H19 2.444 -1.955 -2.619
H20 1.571 -0.778 -1.639
H21 5.398 0.132 1.417
H22 6.382 1.847 -0.072
H23 4.896 3.252 -1.460
H24 2.452 2.979 -1.333
H25 0.924 0.639 1.040
C19 -2.301 2.088 -0.764
H26 -2.138 1.995 -1.839
C20 -2.248 3.566 -0.379
C21 -2.376 3.750 1.129
C22 -1.294 2.952 1.849
C23 -1.413 1.473 1.485
H27 -2.409 1.129 1.770
H28 -0.696 0.887 2.064
H29 -1.394 3.072 2.930
H30 -0.310 3.328 1.559
H31 -2.291 4.809 1.383
H32 -3.359 3.404 1.459
H33 -1.302 3.989 -0.719
H34 -3.053 4.099 -0.888
H35 -3.292 1.692 -0.535


[5]
The following is a DFT calculation (ωB97M-V with the def2-TZVPD basis set) of a cluster of 5 separate species, C39H42BClN4O13PS in total in a non-equilibrium geometry.

Results
**LUMO**: -0.3549 eV
**Charge**: -1
**Gap between HOMO and LUMO**: 3.8 eV

Element x y z (Å)
C1 -5.941 0.119 -2.105
C2 -4.827 1.301 -1.887
C3 -3.402 1.033 -2.720
C4 -2.163 0.840 -1.666
N1 -0.866 1.500 -2.059
C5 -0.237 0.914 -3.300
N2 -0.691 -0.410 -3.859
C6 -0.206 -1.486 -3.163
S1 0.229 -2.870 -2.235
O1 -0.743 1.860 -4.351
B1 0.284 2.683 -5.020
Cl1 0.559 2.541 -6.853
P1 0.337 4.582 -4.731
C7 -1.256 5.205 -3.845
O2 0.393 5.358 -6.320
O3 1.625 2.274 -4.487
C8 1.335 1.368 -3.357
C9 1.750 2.274 -2.041
C10 3.329 2.726 -2.007
N3 4.260 1.721 -1.355
C11 5.629 1.992 -1.966
C12 5.824 1.032 -3.320
C13 4.311 1.871 0.153
C14 5.152 3.023 0.980
O4 3.648 0.964 0.923
N4 2.441 0.349 -3.469
C15 2.561 -0.120 -4.783
O5 3.131 -0.328 -5.995
H1 -6.233 -0.295 -1.025
H2 -6.910 0.588 -2.585
H3 -5.538 -0.829 -2.695
H4 -4.654 1.400 -0.721
H5 -5.211 2.359 -2.245
H6 -3.220 1.877 -3.536
H7 -3.566 -0.019 -3.255
H8 -2.478 1.321 -0.620
H9 -2.066 -0.325 -1.439
H10 -1.020 2.541 -2.217
H11 -1.163 6.367 -3.725
H12 -1.237 4.720 -2.765
H13 -2.195 4.844 -4.443
H14 1.299 5.751 -6.492
H15 1.543 1.726 -1.007
H16 1.111 3.278 -2.009
H17 3.375 3.703 -1.325
H18 3.700 3.090 -3.079
H19 6.492 1.699 -1.227
H20 5.763 3.095 -2.334
H21 5.060 1.397 -4.141
H22 5.656 -0.110 -3.025
H23 6.903 1.188 -3.751
H24 6.287 3.008 0.667
H25 5.133 2.735 2.137
H26 4.706 4.099 0.860
C16 -1.948 4.576 3.222
C17 -1.365 4.660 2.022
C18 -2.130 4.427 0.782
O6 -1.597 4.501 -0.317
C19 -3.563 4.100 0.918
C20 -4.146 4.017 2.118
C21 -3.381 4.249 3.359
O7 -3.914 4.175 4.457
H27 -1.401 4.743 4.142
H28 -0.315 4.899 1.906
H29 -4.110 3.933 -0.002
H30 -5.196 3.778 2.234
C22 -4.951 -3.055 2.886
C23 -4.746 -2.788 1.593
C24 -4.339 -1.442 1.144
O8 -4.154 -1.196 -0.040
C25 -4.165 -0.404 2.179
C26 -4.369 -0.671 3.472
C27 -4.777 -2.017 3.922
O9 -4.962 -2.263 5.105
H31 -5.251 -4.037 3.233
H32 -4.869 -3.539 0.822
H33 -3.865 0.577 1.833
H34 -4.246 0.080 4.244
C28 1.695 -2.697 2.226
C29 1.147 -1.496 2.015
C30 -0.168 -1.143 2.586
O10 -0.671 -0.045 2.392
C31 -0.852 -2.167 3.400
C32 -0.305 -3.367 3.611
C33 1.010 -3.721 3.040
O11 1.513 -4.819 3.234
H35 2.658 -2.972 1.813
H36 1.637 -0.734 1.421
H37 -1.815 -1.891 3.812
H38 -0.795 -4.129 4.205
C34 2.617 -8.290 3.492
C35 3.671 -7.469 3.501
C36 4.858 -7.755 4.331
O12 5.823 -7.003 4.342
C37 4.834 -8.984 5.149
C38 3.780 -9.805 5.140
C39 2.593 -9.519 4.310
O13 1.628 -10.271 4.299
H39 1.738 -8.094 2.889
H40 3.704 -6.564 2.906
H41 5.713 -9.180 5.752
H42 3.747 -10.710 5.735


Which value of charge does entry 3 give?
+1


What is the charge in the first record?
0


Look up the charge of the second one.
+2